Arrangement A

Here is a molecular structure, C10H12N2O5PdS from OMol25. Energies are from ωB97M-V/def2-TZVPD.

CARTESIAN COORDINATES (ANGSTROEM)
C: 0.671 0.701 3.751
H: -0.015 4.929 0.117
H: 0.379 -0.210 4.288
H: 0.156 3.853 -1.286
Pd: -0.734 -1.811 -1.518
C: 0.235 -0.758 -2.956
C: -2.142 -2.163 -2.950
O: -3.140 -2.085 -3.510
H: -1.451 2.927 0.433
O: 2.211 -2.737 -0.701
C: -0.358 2.857 0.572
S: -1.960 -0.176 -0.155
H: 1.977 -0.390 2.406
H: 1.428 3.904 -0.050
O: -1.771 -4.372 0.001
C: 1.160 -2.365 -0.971
H: -0.213 1.351 3.698
O: 0.742 -0.135 -3.771
O: -0.112 -6.096 -5.319
H: 1.532 1.231 1.818
N: 0.067 -0.221 1.557
C: 1.172 0.354 2.367
H: -0.134 2.904 1.650
C: 0.347 3.951 -0.212
N: 0.133 1.538 0.037
C: -0.480 0.392 0.516
H: -0.442 -1.021 1.944
C: -1.316 -3.513 -0.608
H: 1.447 1.217 4.322
H: 0.075 1.592 -0.986
C: 0.536 -5.649 -4.484

Calculated values
* LUMO (alpha / beta): -7.982 / -11.300 eV
* orbital gap (alpha / beta): 8.035 / 6.119 eV
* total charge: +2
* ⟨S²⟩: 2.01
* molar mass: 378.70 g/mol
* multiplicity: 3

=====

Arrangement B

Here is a molecular structure, C10H12N2O5PdS from OMol25. Energies are from ωB97M-V/def2-TZVPD.

CARTESIAN COORDINATES (ANGSTROEM)
C: -1.290 1.553 -0.009
C: -0.500 -0.768 3.275
C: -2.936 -0.751 5.689
H: -3.351 -2.045 4.005
O: 2.437 1.938 0.119
H: -3.425 -1.399 6.425
C: -0.076 -0.050 -2.307
C: -2.490 -1.575 4.498
H: 2.472 -2.936 4.933
H: 2.061 -2.547 6.614
O: -1.932 2.494 0.098
H: -3.647 0.023 5.385
S: 0.259 0.518 2.398
C: 1.640 -2.740 5.623
H: 0.996 -2.083 3.212
Pd: -0.031 -0.052 -0.069
C: -1.637 -1.301 0.029
H: 1.476 -0.635 5.131
N: -1.810 -0.739 3.479
H: -2.078 -0.267 6.175
O: 0.010 0.035 -3.437
C: 0.835 -1.530 5.182
O: 1.968 -2.501 0.183
H: 1.009 -3.633 5.685
H: 0.013 -1.326 5.884
C: 1.224 -1.658 -0.043
C: 1.594 1.200 -0.103
O: -2.534 -2.012 0.033
H: -1.782 -2.360 4.769
H: -2.311 0.072 3.117
N: 0.241 -1.794 3.842

Calculated values
* LUMO (alpha / beta): -7.792 / -9.618 eV
* orbital gap (alpha / beta): 8.456 / 6.602 eV
* total charge: +2
* ⟨S²⟩: 2.02
* molar mass: 378.70 g/mol
* multiplicity: 3

=====

Computed energies relative to the best structure, in eV: arrangement A 0.599; arrangement B 0.000

=====

Arrangement A

Here is 7 unconnected molecules or ions with the total composition H16NO6 from OMol25. Energies are from ωB97M-V/def2-TZVPD.

CARTESIAN COORDINATES (ANGSTROEM)
H: 0.705 0.542 0.930
H: 1.236 -0.335 -0.540
O: -1.764 -1.223 -2.032
H: -2.477 -0.829 0.465
H: 1.883 -0.014 -2.854
H: -3.253 -3.944 -1.602
H: 0.994 2.352 2.253
O: 3.229 3.566 2.722
O: 2.216 0.193 -1.992
H: -2.559 -1.814 -2.200
H: 2.825 0.904 -2.363
H: -0.398 -0.551 -0.050
H: 0.701 -1.207 0.933
O: 1.176 2.114 1.376
O: -3.562 -3.092 -1.212
H: -1.828 -0.780 -2.974
H: 2.182 2.405 1.483
O: -1.922 -0.912 1.295
H: -2.217 -1.736 1.758
H: 3.903 3.652 1.991
H: 2.854 4.371 2.983
H: -4.472 -3.342 -0.741
N: 0.548 -0.322 0.372

Calculated values
* LUMO: -2.630 eV
* orbital gap: 11.912 eV
* total charge: +1
* molar mass: 126.13 g/mol

=====

Arrangement B

Here is 7 unconnected molecules or ions with the total composition H16NO6 from OMol25. Energies are from ωB97M-V/def2-TZVPD.

CARTESIAN COORDINATES (ANGSTROEM)
H: 1.645 -0.513 4.016
H: 0.769 0.039 0.899
H: -1.358 -0.551 -2.166
H: -2.603 1.763 0.844
H: -0.840 -0.393 0.314
N: -0.160 -0.388 1.078
H: -0.652 -0.041 1.893
O: 1.567 0.155 -1.325
H: 2.755 0.256 1.911
H: 3.049 0.257 0.407
H: 2.292 0.068 -1.951
H: -1.207 1.930 -2.505
O: 1.417 -0.915 3.172
H: 1.641 -1.842 3.171
H: -1.224 -2.115 -2.276
H: -2.342 1.211 -3.317
O: 2.562 0.722 1.089
H: -0.114 -1.399 1.205
O: -1.803 1.175 -2.520
O: -2.438 0.979 0.319
H: -2.894 0.981 -0.526
H: 0.778 -0.047 -1.822
O: -0.841 -1.333 -1.911

Calculated values
* LUMO: -2.822 eV
* orbital gap: 11.816 eV
* total charge: +1
* molar mass: 126.13 g/mol

=====

Computed energies relative to the best structure, in eV: arrangement A 1.102; arrangement B 0.000

=====

Arrangement A

Here is 7 unconnected molecules or ions with the total composition H16NO6 from OMol25. Energies are from ωB97M-V/def2-TZVPD.

CARTESIAN COORDINATES (ANGSTROEM)
H: 34.405 49.614 21.222
H: 35.648 50.380 21.436
H: 35.061 49.914 22.764
N: 35.160 49.737 21.741
H: 36.315 49.477 18.692
H: 38.241 48.223 23.390
H: 36.821 51.625 24.202
O: 36.232 52.875 20.382
H: 36.352 53.889 20.372
H: 35.611 51.997 25.071
H: 32.916 52.050 21.772
O: 37.904 48.736 22.622
O: 32.829 51.805 22.690
O: 35.921 51.323 24.470
H: 37.120 52.749 20.287
H: 37.586 48.699 18.372
H: 38.727 49.024 22.199
H: 34.043 48.485 18.319
H: 35.617 48.743 21.737
O: 37.106 49.555 18.368
O: 34.678 48.454 18.952
H: 35.022 47.650 18.721
H: 32.814 52.635 23.048

Calculated values
* LUMO: -3.022 eV
* orbital gap: 11.370 eV
* total charge: +1
* molar mass: 126.13 g/mol

=====

Arrangement B

Here is 7 unconnected molecules or ions with the total composition H16NO6 from OMol25. Energies are from ωB97M-V/def2-TZVPD.

CARTESIAN COORDINATES (ANGSTROEM)
H: 2.804 -1.713 -1.145
H: -3.476 1.413 -1.105
H: -3.019 2.845 -0.914
H: -0.418 1.362 -3.916
H: -0.060 1.578 -0.205
H: 0.763 -0.403 2.868
O: -0.670 2.041 2.020
O: 0.464 -0.999 2.179
H: 1.143 -1.713 2.216
O: 1.227 -3.266 1.189
H: 0.339 0.155 -0.938
H: -1.624 2.124 1.869
H: 1.483 1.048 -0.543
H: 0.505 -3.801 1.535
H: -0.417 1.824 2.903
O: 1.901 -1.401 -1.138
H: 1.991 -3.836 0.966
H: 1.401 -2.066 -0.624
H: 0.499 0.307 0.755
O: -0.923 0.841 -3.295
N: 0.577 0.782 -0.156
O: -2.684 1.949 -0.881
H: -1.804 0.930 -3.640

Calculated values
* LUMO: -2.671 eV
* orbital gap: 11.764 eV
* total charge: +1
* molar mass: 126.13 g/mol

=====

Computed energies relative to the best structure, in eV: arrangement A 2.632; arrangement B 0.000

=====

Arrangement A

Here is a molecular structure, C2H3Br2NO2 from OMol25. Energies are from ωB97M-V/def2-TZVPD.

CARTESIAN COORDINATES (ANGSTROEM)
H: -1.600 -1.069 -0.449
O: -0.205 -0.587 -1.496
O: 1.967 -0.473 -1.221
H: -0.339 1.739 1.446
H: -1.129 1.511 -0.296
C: -0.382 1.279 0.464
Br: -1.595 -2.170 0.622
N: 0.812 -0.319 -0.881
C: 0.613 0.437 0.337
Br: 1.859 -0.348 1.474

Calculated values
* LUMO: -0.987 eV
* orbital gap: 9.456 eV
* molar mass: 232.86 g/mol

=====

Arrangement B

Here is 2 unconnected molecules or ions with the total composition C2H3Br2NO2 from OMol25. Energies are from ωB97M-V/def2-TZVPD.

CARTESIAN COORDINATES (ANGSTROEM)
H: 2.728 0.876 1.578
C: -0.984 0.252 -0.168
Br: -2.186 1.608 0.319
O: -2.342 -1.214 1.009
Br: 3.926 1.132 0.699
H: 0.195 0.967 -1.826
N: -1.287 -1.099 0.453
C: -0.012 0.194 -1.048
H: 0.429 -0.805 -1.292
O: -0.468 -1.910 0.274

Calculated values
* LUMO: -0.454 eV
* orbital gap: 10.061 eV
* molar mass: 232.86 g/mol
* structure (SMILES): C=C(Br)[N+](=O)[O-].Br

=====

Computed energies relative to the best structure, in eV: arrangement A 0.286; arrangement B 0.000

=====

Arrangement A

Here is a single C8H7NOS molecule from OMol25. Energies are from ωB97M-V/def2-TZVPD.

CARTESIAN COORDINATES (ANGSTROEM)
C: -2.309 -0.511 0.834
C: -0.234 0.404 0.374
C: -2.269 1.813 0.128
O: 0.861 3.327 -0.543
N: 0.988 0.823 -0.016
H: -0.447 -1.574 1.270
H: -4.027 0.670 0.418
H: 3.638 -1.062 -0.251
C: 0.299 2.376 -0.258
C: -0.932 -0.662 0.857
H: 4.476 0.456 -0.377
H: 3.131 0.162 -1.169
C: -2.966 0.688 0.617
S: 2.375 0.549 0.958
H: -2.671 2.748 -0.371
H: -2.906 -1.317 1.297
C: 3.576 0.019 -0.293
C: -0.926 1.651 0.025

Calculated values
* LUMO: -0.157 eV
* orbital gap: 7.839 eV
* molar mass: 165.22 g/mol
* structure (SMILES): CSN1C(=O)c2ccccc21

=====

Arrangement B

Here is a single C8H7NOS molecule from OMol25. Energies are from ωB97M-V/def2-TZVPD.

CARTESIAN COORDINATES (ANGSTROEM)
H: -2.031 2.228 -0.379
C: -2.505 0.161 -0.594
C: 2.238 -1.328 1.161
H: 0.629 3.007 0.085
H: -2.691 -1.987 -0.549
C: 0.150 -0.152 -0.188
H: -3.527 0.253 -0.575
C: -0.353 1.074 -0.164
H: -0.216 -2.275 -0.319
C: 0.731 1.962 0.128
C: -0.587 -1.280 -0.159
H: 1.991 -1.056 2.152
N: 1.964 1.550 0.246
C: -1.711 1.319 -0.283
C: -1.961 -1.182 -0.484
H: 3.260 -1.636 1.163
S: 1.958 -0.157 0.011
O: 2.660 -0.500 -1.253

Calculated values
* LUMO: -0.903 eV
* orbital gap: 7.494 eV
* molar mass: 165.22 g/mol
* structure (SMILES): C=[S@]1(=O)N=Cc2ccccc21

=====

Computed energies relative to the best structure, in eV: arrangement A 0.000; arrangement B 1.849

=====

Arrangement A

Here is a gas-phase ion, C6H8NO (charge +1) from OMol25. Energies are from ωB97M-V/def2-TZVPD.

CARTESIAN COORDINATES (ANGSTROEM)
C: -1.371 0.023 -0.621
H: 2.468 -0.979 -0.268
C: -1.307 -1.295 0.158
H: 0.436 1.353 1.677
H: 0.821 2.088 -0.095
C: 0.242 1.302 0.467
C: -0.045 -1.261 0.549
C: 0.770 -0.065 -0.044
C: -1.223 1.146 0.246
H: -2.218 -1.666 0.537
H: 0.061 0.588 -2.137
H: -2.037 1.629 0.779
O: 2.109 -0.117 -0.023
N: -0.031 -0.129 -1.410
H: -0.172 -1.088 -1.679
H: 0.421 -2.075 0.990

Calculated values
* LUMO (alpha / beta): -5.053 / -5.005 eV
* orbital gap (alpha / beta): 8.283 / 8.425 eV
* total charge: +1
* molar mass: 110.14 g/mol
* structure (SMILES): O[C@@]12C=CC(=CC1)[NH2+]2

=====

Arrangement B

Here is a gas-phase ion, C6H8NO (charge +1) from OMol25. Energies are from ωB97M-V/def2-TZVPD.

CARTESIAN COORDINATES (ANGSTROEM)
N: -1.095 1.027 -0.087
H: 3.118 0.445 0.381
C: 2.026 0.711 0.073
H: -2.379 -0.726 1.575
C: -1.034 -0.303 -0.132
C: 1.461 -0.388 -0.838
H: 2.182 -1.241 -0.915
H: 1.390 0.152 -1.832
H: -3.076 -0.423 0.073
C: 0.185 -0.961 -0.374
H: 1.790 2.633 1.328
C: 1.581 1.777 0.598
C: -2.289 -0.905 0.554
H: 0.133 -1.984 -0.398
H: -2.370 -1.872 0.346
O: -1.624 2.057 -0.352

Calculated values
* LUMO (alpha / beta): -6.673 / -6.791 eV
* orbital gap (alpha / beta): 7.328 / 6.043 eV
* total charge: +1
* molar mass: 110.14 g/mol

=====

Computed energies relative to the best structure, in eV: arrangement A 0.000; arrangement B 3.512

=====

Arrangement A

Here is a single C2H2N2OS2 molecule from OMol25. Energies are from ωB97M-V/def2-TZVPD.

CARTESIAN COORDINATES (ANGSTROEM)
S: -1.654 0.226 -0.902
H: -1.619 -0.826 1.439
N: -0.995 -0.736 0.607
N: 0.236 -0.341 1.003
C: 1.119 0.109 0.104
S: 2.631 0.523 0.287
H: 0.296 0.059 1.990
C: -0.158 0.337 -1.716
O: 0.144 0.649 -2.811

Calculated values
* LUMO: -0.568 eV
* orbital gap: 7.496 eV
* molar mass: 134.19 g/mol

=====

Arrangement B

Here is a single C2H2N2OS2 molecule from OMol25. Energies are from ωB97M-V/def2-TZVPD.

CARTESIAN COORDINATES (ANGSTROEM)
C: 0.725 0.233 -0.206
N: 1.286 1.413 -0.058
S: -1.975 -0.842 -0.043
O: 0.290 2.282 -0.021
H: 0.800 -1.928 0.960
H: -1.085 -1.910 -0.494
S: 1.592 -1.322 -0.055
C: -0.707 0.378 -0.118
N: -0.927 1.697 0.034

Calculated values
* LUMO: 0.143 eV
* orbital gap: 9.878 eV
* molar mass: 134.19 g/mol
* structure (SMILES): Sc1nonc1S

=====

Arrangement C

Here is a single C2H2N2OS2 molecule from OMol25. Energies are from ωB97M-V/def2-TZVPD.

CARTESIAN COORDINATES (ANGSTROEM)
H: 0.499 -0.644 -2.234
N: -1.098 -0.408 -0.989
S: -2.247 -0.234 1.482
C: -1.042 -0.162 0.376
C: 1.017 0.212 -0.509
N: 0.110 0.014 -1.551
S: 2.671 0.341 -0.426
H: -2.010 -0.126 -1.426
O: 0.225 0.189 0.668

Calculated values
* LUMO: -0.192 eV
* orbital gap: 9.101 eV
* molar mass: 134.19 g/mol
* structure (SMILES): S=c1[nH][nH]c(=S)o1

=====

Computed energies relative to the best structure, in eV: arrangement A 2.996; arrangement B 1.910; arrangement C 0.000